# 1
169
Properties=species:S:1:pos:R:3:mulliken_charge:R:1 method="wB97M-V/def2-TZVPD" e_homo_ev=-5.01 orbital_gap_ev=6.446 largest_force_ev_per_a=8.7 total_charge=-1
C 5.272 0.980 1.419 -0.4410
C 5.387 2.124 0.250 0.4711
O 4.930 1.784 -0.985 -0.5683
O 5.976 3.465 0.385 -0.2577
C 5.342 4.253 1.453 0.3005
C 4.286 5.415 0.876 -0.4583
C 2.922 4.726 0.285 -0.3935
C 1.544 5.630 0.571 -0.4572
C 0.349 4.487 0.827 -0.5858
C -1.157 5.051 0.398 -0.3765
C -1.772 3.959 -0.654 -0.0237
C -3.372 3.598 -0.415 -1.1671
C -3.637 2.186 0.370 0.0249
C -5.289 2.230 0.661 -0.1513
C -6.179 1.973 -0.704 0.2579
N -7.287 2.744 -1.060 -0.8775
C -2.982 2.596 1.868 -0.0046
O -3.657 3.262 2.807 -0.8000
O -1.602 2.171 2.148 -0.7776
N -3.216 0.915 -0.182 1.2759
C -3.882 -0.335 0.360 0.6830
C -3.858 -0.553 1.979 0.0156
N -3.785 -2.068 2.270 -0.3933
C -2.952 0.644 -1.587 0.6206
F -2.778 1.683 -2.598 -0.2082
F -3.908 -0.317 -2.270 -0.3536
C -1.479 -0.166 -1.648 -0.9846
C -1.545 -1.551 -2.520 0.2853
Si 0.326 -2.089 -2.788 0.7890
C 1.320 -0.726 -3.749 -0.7426
C 1.124 -2.151 -0.997 -1.0107
C 0.512 -3.865 -3.507 0.5686
C -0.679 -4.960 -3.206 -0.4773
C -0.504 -6.491 -3.774 -0.5388
C 0.864 -6.863 -4.633 -0.5121
C 2.070 -5.753 -4.942 -0.5122
C 1.896 -4.199 -4.370 -0.4845
H 4.367 1.263 2.117 0.0021
H 6.273 0.772 2.005 0.2552
H 4.982 -0.060 0.911 0.2866
H 6.223 4.858 1.982 -0.0419
H 4.863 3.595 2.305 -0.1422
H 4.859 5.893 -0.056 0.1590
H 4.116 6.257 1.671 0.3102
H 2.766 3.714 0.897 0.1697
H 3.097 4.508 -0.852 0.2325
H 1.308 6.313 -0.355 0.3124
H 1.646 6.314 1.516 0.2522
H 0.690 3.558 0.159 0.1460
H 0.370 4.069 1.945 0.2103
H -1.120 6.107 -0.106 0.4599
H -1.770 5.078 1.423 0.1731
H -1.210 2.934 -0.704 -0.2616
H -1.714 4.423 -1.751 0.2387
H -3.794 4.501 0.243 0.5080
H -4.001 3.651 -1.426 0.2794
H -5.505 3.363 0.968 0.4725
H -5.607 1.586 1.581 0.0103
H -5.933 1.080 -1.457 -0.0684
H -7.677 2.334 -1.956 0.3092
H -3.374 -1.343 -0.038 -0.0283
H -5.022 -0.454 0.026 -1.1443
H -4.803 -0.181 2.559 -0.1055
H -2.853 -0.122 2.458 0.2025
H -3.608 -2.191 3.302 0.1568
H -4.763 -2.432 2.132 0.2426
H -0.664 0.531 -2.172 0.0992
H -1.105 -0.296 -0.537 0.1075
H -2.021 -1.449 -3.583 0.1372
H -2.018 -2.377 -1.839 0.0749
H 2.280 -0.443 -3.099 0.2763
H 1.722 -1.095 -4.785 0.1430
H 0.708 0.290 -3.847 0.1228
H 1.493 -3.247 -0.751 0.3149
H 0.341 -1.879 -0.147 0.2553
H 2.097 -1.463 -0.941 0.1426
H -1.593 -4.593 -2.555 0.3365
H -1.364 -7.253 -3.531 0.3609
H 0.985 -7.962 -5.026 0.4854
H 3.050 -6.009 -5.540 0.2365
H 2.759 -3.406 -4.554 0.3358
Br 7.564 9.198 0.840 -0.1578
C 8.248 8.288 2.424 -0.6108
C 9.185 7.163 2.047 -0.3177
Br 8.198 5.604 1.413 0.0566
H 7.381 7.955 3.001 0.3959
H 8.780 9.060 2.988 0.4013
H 9.738 6.812 2.923 0.0722
H 9.893 7.434 1.259 0.2010
Br -2.950 -1.077 5.357 -0.1761
C -4.446 0.174 5.295 -0.0549
C -4.766 0.713 6.670 -0.5354
Br -5.735 -0.601 7.737 -0.2066
H -5.284 -0.353 4.830 0.1798
H -4.117 0.978 4.632 0.0360
H -5.438 1.573 6.600 0.4274
H -3.878 0.997 7.242 0.3452
Br -7.193 -1.048 0.753 0.0487
C -8.379 -1.757 -0.624 -0.6914
C -7.619 -2.602 -1.619 -0.6349
Br -6.614 -1.490 -2.868 -0.1297
H -8.887 -0.902 -1.079 0.3927
H -9.111 -2.363 -0.083 0.3479
H -8.308 -3.178 -2.243 0.3935
H -6.902 -3.283 -1.152 0.3292
Br 12.234 5.453 3.268 -0.1251
C 13.086 4.624 1.720 -0.5654
C 13.553 5.665 0.730 -0.5593
Br 12.060 6.377 -0.304 -0.1117
H 12.365 3.918 1.300 0.3705
H 13.936 4.069 2.127 0.3381
H 14.224 5.220 -0.009 0.3248
H 14.051 6.518 1.200 0.3583
Br -0.841 3.494 -7.802 -0.1686
C -2.405 2.533 -7.141 -0.6469
C -2.109 1.843 -5.830 -0.4839
Br -1.061 0.220 -6.107 -0.0415
H -2.715 1.846 -7.934 0.3435
H -3.174 3.299 -7.009 0.4298
H -3.034 1.506 -5.355 0.2241
H -1.551 2.467 -5.127 0.3645
Br 5.934 -0.517 4.855 -0.1520
C 5.003 0.552 6.196 -0.4580
C 4.327 1.749 5.568 -0.4181
Br 5.617 3.151 5.151 -0.1346
H 5.740 0.820 6.958 0.3917
H 4.263 -0.123 6.634 0.2241
H 3.626 2.208 6.271 0.2770
H 3.801 1.512 4.639 0.2821
Br 2.328 -9.085 -4.303 0.0316
C 3.827 -10.331 -4.383 -0.6476
C 3.663 -11.311 -5.521 -0.5892
Br 2.362 -12.696 -5.078 -0.1463
H 3.896 -10.810 -3.403 0.3644
H 4.709 -9.704 -4.539 0.3448
H 4.598 -11.848 -5.705 0.3503
H 3.328 -10.845 -6.451 0.3560
Br -8.466 -3.208 3.275 -0.1505
C -9.397 -2.139 4.616 -0.5102
C -10.073 -0.943 3.988 -0.5833
Br -8.783 0.460 3.571 -0.1123
H -8.660 -1.871 5.378 0.2970
H -10.137 -2.814 5.054 0.3460
H -10.774 -0.483 4.691 0.3546
H -10.599 -1.179 3.059 0.3420
Br 1.003 -1.246 6.183 -0.1034
C -0.047 -0.785 7.761 -0.3735
C -0.008 0.701 8.029 -0.5444
Br 1.687 1.230 8.836 -0.1973
H 0.341 -1.386 8.589 0.4132
H -1.065 -1.110 7.530 0.0548
H -0.771 0.981 8.761 0.3347
H -0.135 1.307 7.128 0.3719
Br 0.984 -2.557 -7.235 -0.0316
C -0.153 -2.102 -8.754 -0.5621
C -0.491 -3.327 -9.571 -0.6061
Br 1.014 -3.868 -10.688 -0.1712
H 0.371 -1.330 -9.325 0.3767
H -1.056 -1.670 -8.313 0.2233
H -1.302 -3.111 -10.272 0.3870
H -0.764 -4.193 -8.962 0.3698
Br -1.145 -6.759 -1.451 0.1196
C -1.693 -7.696 0.170 -0.7077
C -2.452 -6.780 1.101 -0.6449
Br -1.243 -5.575 2.046 -0.1280
H -0.788 -8.117 0.616 0.3603
H -2.335 -8.511 -0.177 0.3606
H -2.950 -7.355 1.886 0.3692
H -3.190 -6.156 0.590 0.3457


# 2
22
Properties=species:S:1:pos:R:3:mulliken_charge:R:1 method="wB97M-V/def2-TZVPD" relative_energy_kj_mol=413.6 e_homo_ev="-12.87 / -12.87" orbital_gap_ev="6.020 / 6.025" largest_force_ev_per_a=6.0 total_charge=+1
C 0.373 -0.929 -0.251 -1.0713
C -0.934 -1.211 0.399 -0.3273
C 0.544 1.660 -0.191 -0.7213
C 1.174 0.329 0.271 0.1200
C -0.816 1.702 0.453 -0.6301
C -2.009 -0.724 -0.437 -0.0020
C 2.702 0.466 -0.056 0.5946
N -2.553 3.123 -0.307 -0.7349
N -1.703 2.501 0.126 0.8178
F 3.379 -0.675 0.342 -0.2850
F 3.044 0.579 -1.303 -0.2625
F 3.118 1.452 0.621 -0.2246
Cl -3.537 -0.644 0.017 0.0759
H 1.140 -1.723 -0.166 0.3942
H 0.123 -0.948 -1.316 0.5051
H -1.191 -2.295 0.554 0.3889
H -1.012 -0.749 1.467 0.3841
H 1.155 2.404 0.316 0.4245
H 0.569 1.810 -1.197 0.4808
H 1.378 0.402 1.356 0.2790
H -0.785 1.248 1.501 0.4224
H -1.765 -0.309 -1.414 0.3718


# 3
14
Properties=species:S:1:pos:R:3:mulliken_charge:R:1 method="wB97M-V/def2-TZVPD" relative_energy_kj_mol=221.1 e_homo_ev=-14.14 orbital_gap_ev=10.239 largest_force_ev_per_a=5.0 total_charge=+1
C -0.932 0.642 -0.517 0.1923
C 0.732 -1.122 0.222 -0.5977
C 0.218 -0.628 -1.107 0.0389
N -1.772 1.114 -1.268 -0.4445
N -0.558 0.757 0.809 -0.3246
N 0.636 0.067 1.152 -0.0178
F 1.186 0.011 -1.802 -0.2530
H 0.109 -1.932 0.604 0.3456
H 1.773 -1.439 0.158 0.3656
H -0.306 -1.329 -1.750 0.3932
H -2.407 1.850 -0.986 0.2633
H -0.758 1.608 1.320 0.2773
H 0.596 -0.252 2.132 0.3745
H 1.484 0.652 1.032 0.3869


# 4
10
Properties=species:S:1:pos:R:3:mulliken_charge:R:1 method="wB97M-V/def2-TZVPD" relative_energy_kj_mol=458.5 e_homo_ev="-8.70 / -8.70" orbital_gap_ev="8.162 / 8.161" largest_force_ev_per_a=1.4 total_charge=0
O 2.414 -0.009 0.047 -0.5055
C 1.059 0.099 0.069 0.6233
N 0.360 -1.025 -0.134 -0.4501
N -0.911 -0.813 -0.024 -0.0014
C -1.086 0.770 0.129 -0.1939
C 0.302 1.254 0.273 -0.6536
H 2.553 -0.918 -0.253 0.3633
H -1.412 -1.651 -0.345 0.2788
H -1.663 1.140 1.030 0.2807
H -1.615 1.153 -0.792 0.2584


# 5
17
Properties=species:S:1:pos:R:3:mulliken_charge:R:1 method="wB97M-V/def2-TZVPD" relative_energy_kj_mol=349.5 e_homo_ev=-8.32 smiles="C=C/C=C/O.O.O" orbital_gap_ev=8.290 largest_force_ev_per_a=4.0 total_charge=0
C 2.793 -0.194 -0.383 -0.7756
C 1.674 0.073 -1.191 0.1712
C 0.448 0.789 -0.868 -0.4576
C 0.319 1.542 0.296 -0.4538
O -0.968 1.482 0.956 -0.4848
H 3.606 -0.904 -0.659 0.2643
H 2.741 0.192 0.648 0.2028
H 1.793 -0.188 -2.323 0.2168
H -0.309 0.786 -1.656 0.6088
H 1.101 2.108 0.868 0.3584
H -1.012 0.507 1.167 0.4149
H -1.421 -1.531 1.145 0.3872
H -2.872 -1.179 1.554 0.2979
O -1.977 -0.805 1.634 -0.7078
H -1.897 -1.759 -1.282 0.3156
H -0.561 -1.119 -0.973 0.3665
O -1.126 -1.949 -0.790 -0.7248


# 6
19
Properties=species:S:1:pos:R:3:mulliken_charge:R:1 method="wB97M-V/def2-TZVPD" relative_energy_kj_mol=304.8 e_homo_ev=-8.95 smiles="CCN[C@H](C=O)CS" orbital_gap_ev=9.752 largest_force_ev_per_a=5.6 total_charge=0
C 0.938 1.069 2.279 -0.4257
N 0.220 -0.098 1.640 -0.3290
C 0.112 -0.210 0.209 0.3029
C -0.735 -1.344 -0.195 -0.9251
S -0.465 -2.211 -1.885 -0.2302
C -0.502 0.956 -0.649 -0.0774
O 0.186 1.537 -1.486 -0.4831
C 0.575 2.444 1.751 -0.9979
H 0.687 1.046 3.403 0.3187
H 2.065 0.789 2.214 0.2551
H -0.662 -0.198 2.146 0.2999
H 1.209 -0.186 -0.195 0.1991
H -0.320 -2.201 0.445 0.3712
H -1.737 -1.173 0.196 0.4082
H 0.499 -1.409 -2.422 0.1500
H -1.583 1.184 -0.292 0.2514
H -0.329 2.867 2.014 0.3115
H 0.828 2.477 0.617 0.2496
H 1.428 3.081 2.073 0.3509


Sequential E_tot output: -1619129.833, -31048.644, -10403.155, -8199.134, -10449.622, -19733.936 eV